Density functional theory data (ωB97M-V/def2-TZVPD) for a cluster of 9 separate species, C25H41Cl24N2O3 in total in a non-equilibrium geometry.

The HOMO energy (alpha / beta) is -8.14 / -9.04 eV. The spin multiplicity is 2. The expectation value of S² is 0.754. The value obtained for the LUMO energy (alpha / beta) is 0.276 / 0.274 eV. For the gap between HOMO and LUMO (alpha / beta), the calculation gives 8.414 / 9.316 eV. The net charge is 0.

Structure (XYZ):
```
95
C25H41Cl24N2O3 | OMol25 | ωB97M-V/def2-TZVPD
Cl -1.52202 3.49180 -6.67799
Cl 7.28733 -2.85376 3.57622
Cl -5.65162 -3.33863 4.39812
Cl 6.37188 -1.38123 5.90764
Cl -4.99958 -2.83714 7.18341
Cl 12.46753 3.55813 -5.14550
Cl 4.94459 -4.33104 1.09167
Cl 6.91463 5.50415 0.25005
Cl 11.77382 5.16682 -2.82838
Cl -1.76026 -0.84174 -9.07729
Cl 4.49172 -2.16403 3.82254
Cl 5.87570 -3.03023 -1.33201
Cl 4.08044 0.86075 1.63212
Cl 5.53778 1.29024 -0.83794
Cl -5.14798 -0.62315 5.31149
Cl 8.67431 3.71818 1.71735
Cl -3.84205 1.75247 -6.84562
Cl 9.28696 4.42333 -1.03545
Cl -4.22398 -0.56324 -10.59046
Cl 9.72900 4.44655 -4.77041
Cl -1.77474 0.66034 -11.56413
Cl 6.86823 0.10153 1.45857
Cl -3.75988 3.87292 -4.86397
Cl 3.91337 -5.16531 -1.50290
O -4.04118 2.08002 -1.99731
O -0.44774 0.67069 3.31331
O -1.91278 1.70823 -2.62860
N -3.38851 1.36933 1.30305
N -0.29953 -0.53213 2.89971
C -0.11807 -0.67754 1.43995
C -2.70311 0.20645 -10.13527
C -3.69720 -2.00027 0.63991
C -5.12341 -1.50187 0.39016
C -2.73785 2.38622 -2.06144
C 0.81699 -1.86539 1.10885
C 5.34285 0.24298 0.57033
C -2.72216 -1.12275 1.50565
C -2.40266 3.65206 -1.32833
C -4.28715 -0.34663 -1.76810
C -2.33664 -2.01457 2.71376
C -5.79730 -2.20495 5.74417
C -4.43707 0.87514 -2.66410
C -1.13501 -1.55700 3.57235
C -2.80781 2.69856 -5.77050
C 8.00352 4.12041 0.13584
C 0.59897 0.58781 0.93199
C 11.42914 4.84358 -4.53006
C 6.14111 -1.65325 4.17990
C -1.46327 -0.81657 0.67362
C -0.26367 -2.79233 3.89626
C -5.30323 -0.35911 -0.62868
C -1.59764 -1.01175 4.93595
C -3.37163 0.14784 2.09841
C 5.30708 -4.54620 -0.61904
H -1.99286 3.39484 -0.35079
H -5.32728 0.62103 -0.15062
H -5.49550 1.01389 -2.89839
H -2.12098 -3.01258 2.32598
H -2.67395 2.01705 1.59425
H 5.06396 -0.74280 0.21954
H -4.33933 -1.24278 -2.38972
H 0.01491 -3.35839 3.01141
H 0.64568 -2.46367 4.40720
H -3.20027 -2.09313 3.37625
H -0.04080 1.46613 0.94543
H 6.34099 -0.72493 3.64987
H -0.78192 -0.54298 5.47971
H -3.34278 1.21770 0.30855
H -3.80519 -2.96548 1.14171
H -3.26875 -0.31116 -1.36697
H -2.80040 0.39124 2.99521
H 0.23185 -2.78720 1.04490
H 0.88000 0.40107 -0.10688
H -1.90325 -1.88300 5.52189
H 1.51978 0.74485 1.49001
H -6.84921 -2.08655 5.96539
H -4.37977 -0.07371 2.45524
H -1.32901 -1.59683 -0.07727
H -0.78938 -3.44850 4.58810
H 1.29589 -1.71390 0.14654
H -2.47565 -0.37960 4.86984
H -2.35060 2.02155 -5.05789
H -3.26127 -2.24418 -0.33007
H 6.10387 -5.27236 -0.70532
H 7.42788 3.27008 -0.20494
H -6.28958 -0.48793 -1.08739
H -3.91711 0.75039 -3.61187
H 11.64379 5.74411 -5.08894
H -1.63267 4.18568 -1.88019
H -2.93631 1.10894 -9.58564
H -5.63017 -1.23929 1.32081
H -5.68810 -2.35596 0.00136
H -3.27784 4.27852 -1.17965
H -1.59058 0.10594 0.10466
H 1.54168 -2.01086 1.90982
```



Density functional theory data (ωB97M-V/def2-TZVPD) for a structure of composition C18H9F7NRhS.

The HOMO energy (alpha / beta) is -7.74 / -7.74 eV. The energy above the lowest of the compared OMol25 structures with the same formula, charge and spin is 15.4 kcal per mole. The value obtained for the LUMO energy (alpha / beta) is -0.813 / -0.813 eV. For the gap between HOMO and LUMO (alpha / beta), the calculation gives 6.931 / 6.931 eV. The net charge is 0.

Structure (XYZ):
```
37
C18H9F7NRhS | OMol25 | ωB97M-V/def2-TZVPD
Rh -0.18381 0.30804 -0.13655
S -1.75713 -1.36053 -0.19967
F -2.70160 1.29967 -1.22036
F -0.20180 0.05688 -2.37919
F -4.21676 -3.01335 -4.35013
F -1.10330 2.69385 -0.71837
F -0.59571 -0.09364 -5.01414
F -2.60487 -1.62968 -6.03538
F -3.84782 -2.87624 -1.69006
N -0.10845 0.39873 1.88879
C 4.25580 0.62873 -0.33080
C -1.74266 1.56165 -0.29025
C -3.03442 -2.18338 -2.48962
C -2.41348 -1.56016 -4.71950
C -1.21285 0.30244 2.64163
C 4.56667 0.66324 1.02307
C -3.23285 -2.26310 -3.85560
C 0.06047 0.45341 4.63930
C -2.01864 -1.41332 -1.93176
C 1.19701 0.53861 3.86376
C 2.92732 0.56249 -0.73688
C 1.89095 0.52342 0.18842
C 3.55110 0.62799 1.96422
C -1.17453 0.32584 4.01831
C -1.39563 -0.78240 -4.20206
C 2.22397 0.56053 1.54476
C 1.10050 0.50266 2.47502
C -1.22523 -0.73328 -2.83570
H 0.13427 0.48143 5.71836
H 2.16852 0.63298 4.32507
H -2.22619 1.79801 0.65850
H 3.80706 0.65103 3.01652
H -2.09224 0.23923 4.58091
H 5.59897 0.71634 1.34296
H 5.04925 0.65728 -1.06712
H -2.14626 0.18366 2.11090
H 2.70436 0.54095 -1.79731
```



Density functional theory data (ωB97M-V/def2-TZVPD) for a cluster of 2 separate species, C5H14 in total in a non-equilibrium geometry.

As for the SMILES: CCC.CC. The HOMO energy is -11.07 eV. The energy above the lowest of the compared OMol25 structures with the same formula, charge and spin is 45.0 kcal per mole. The value obtained for the LUMO energy is 1.047 eV. For the gap between HOMO and LUMO, the calculation gives 12.114 eV. The net charge is 0.

Structure (XYZ):
```
19
C5H14 | OMol25 | ωB97M-V/def2-TZVPD
C 1.23254 0.75277 -0.63383
C 0.98181 -0.14187 -1.80770
C -2.46797 -1.05222 0.64830
C -2.19924 0.15567 1.65297
C 2.67103 0.58921 -0.00034
H 1.07900 1.81017 -1.06209
H 3.45586 0.29473 -0.65727
H 0.61455 0.59945 0.14920
H -2.90994 -1.95204 1.15556
H -2.92495 -0.59000 -0.30988
H -1.12062 0.51666 1.59429
H 0.89971 -1.19403 -1.51078
H 2.57319 -0.23569 0.75950
H -2.94045 0.87579 1.45815
H -2.46104 -0.35460 2.50681
H -1.47902 -1.57390 0.49784
H 3.15686 1.50890 0.52449
H 1.80444 -0.34968 -2.58061
H 0.03422 0.34067 -2.38461
```



Density functional theory data (ωB97M-V/def2-TZVPD) for a cluster of 3 separate species, C12H18O9 in total in a non-equilibrium geometry.

As for the SMILES: C[C@H]1COC(=O)O1.C[C@H]1COC(=O)O1.C[C@H]1COC(=O)O1. The HOMO energy is -10.67 eV. The energy above the lowest of the compared OMol25 structures with the same formula, charge and spin is 64.5 kcal per mole. The value obtained for the LUMO energy is -0.163 eV. For the gap between HOMO and LUMO, the calculation gives 10.506 eV. The net charge is 0.

Structure (XYZ):
```
39
C12H18O9 | OMol25 | ωB97M-V/def2-TZVPD
O 21.45082 -20.40338 -0.69468
O 18.23959 -22.98028 4.92910
O 25.58780 -20.75948 3.00976
O 18.77338 -25.02117 5.66717
O 20.28102 -23.39010 5.65482
O 21.19669 -18.74577 0.63905
O 27.27220 -19.73233 3.99735
O 25.65218 -18.60389 2.81954
O 23.05022 -18.72986 -0.65093
C 24.32592 -18.88337 2.54023
C 18.23520 -20.53960 5.08100
C 26.20932 -19.71660 3.39880
C 20.10315 -19.52968 0.94956
C 18.80264 -18.74151 0.73322
C 21.96177 -19.25706 -0.27162
C 18.93764 -21.87130 4.47876
C 20.44458 -22.10635 5.11284
C 23.17711 -20.97520 3.30533
C 24.30750 -20.41272 2.43628
C 20.26246 -20.71248 0.02807
C 19.14132 -23.89296 5.30541
H 17.24799 -20.53942 4.61893
H 18.46599 -18.49690 -0.27421
H 23.69735 -18.42247 3.30218
H 20.29130 -19.72993 2.00436
H 23.20762 -20.31031 4.16851
H 18.72489 -19.65817 4.66704
H 20.30690 -21.54972 0.72460
H 17.86642 -19.14178 1.12229
H 18.01099 -20.56062 6.14749
H 22.18519 -20.85209 2.87053
H 18.79872 -17.78743 1.26029
H 19.09168 -21.79248 3.40259
H 24.13592 -18.30685 1.63489
H 20.72585 -21.32728 5.82139
H 24.24890 -20.77078 1.40844
H 21.09244 -22.15042 4.23737
H 23.51978 -21.98727 3.52073
H 19.44693 -20.88402 -0.67449
```



Density functional theory data (ωB97M-V/def2-TZVPD) for the ion C3H4N3 with charge +1 in a non-equilibrium geometry.

As for the SMILES: CN=[N+]=CC#N. The HOMO energy is -16.25 eV. The energy above the lowest of the compared OMol25 structures with the same formula, charge and spin is 84.5 kcal per mole. The value obtained for the LUMO energy is -8.297 eV. For the gap between HOMO and LUMO, the calculation gives 7.957 eV. The net charge is +1.

Structure (XYZ):
```
10
C3H4N3 | OMol25 | ωB97M-V/def2-TZVPD
N 0.32029 -0.31590 -1.08115
N 0.41360 -0.32507 0.12775
N -0.06175 1.66202 0.50771
C -0.17807 -1.00867 1.14289
C 0.18849 0.79196 -1.72396
C -0.08050 1.70868 -0.65261
H 0.54737 -1.70543 1.59969
H 0.29238 0.94361 -2.78258
H -1.13537 -1.48006 0.90089
H -0.30645 -0.27114 1.96137
```



Density functional theory data (ωB97M-V/def2-TZVPD) for a cluster of 2 separate species, C8H16N2 in total in a non-equilibrium geometry.

The HOMO energy is -7.11 eV. The energy above the lowest of the compared OMol25 structures with the same formula, charge and spin is 142.6 kcal per mole. The value obtained for the LUMO energy is 0.830 eV. For the gap between HOMO and LUMO, the calculation gives 7.939 eV. The net charge is 0.

Structure (XYZ):
```
26
C8H16N2 | OMol25 | ωB97M-V/def2-TZVPD
N 2.17483 0.49878 -1.30585
N 1.71002 1.61999 -1.71793
C -2.64591 0.70208 1.55744
C -1.56350 -1.92102 -0.52614
C 2.48351 -1.44005 0.08180
C -2.07303 0.39537 0.21108
C -1.92962 -0.46982 -0.75971
C 1.96221 -0.08426 -0.16969
C 1.50597 0.77684 1.01603
C -2.34878 1.85587 0.56921
H -1.83856 -2.13038 0.46592
H 2.93385 -1.50444 1.12920
H 1.30046 1.84468 0.59856
H -2.01337 0.41184 2.37906
H -2.22086 -2.29829 -1.23566
H -1.39025 2.35737 0.79189
H 3.29032 -1.87972 -0.66618
H 0.73698 0.21482 1.55244
H 1.52961 -2.09989 -0.04111
H -3.61126 0.25592 1.63251
H 2.64117 -0.16536 -1.99943
H 2.17960 1.87194 -2.55054
H 2.40799 0.86614 1.50602
H -0.48925 -2.12716 -0.66795
H -2.92171 2.59587 -0.00900
H -1.81041 -0.14714 -1.84196
```



Density functional theory data (ωB97M-V/def2-TZVPD) for a cluster of 7 separate species, CH16O6 in total in a non-equilibrium geometry.

As for the SMILES: C.O.O.O.O.O.O. The HOMO energy is -11.02 eV. The energy above the lowest of the compared OMol25 structures with the same formula, charge and spin is 53.9 kcal per mole. The value obtained for the LUMO energy is 0.375 eV. For the gap between HOMO and LUMO, the calculation gives 11.399 eV. The net charge is 0.

Structure (XYZ):
```
23
CH16O6 | OMol25 | ωB97M-V/def2-TZVPD
O -3.36851 -1.67247 -1.06894
O 1.06862 -0.78259 1.81302
O 1.11552 1.90543 0.29211
O -1.79964 -1.28132 -3.74163
O 1.96826 -0.63438 -2.63473
O -0.64280 -2.69024 -0.03915
C 1.69387 5.11597 5.15048
H -0.02042 -3.04672 -0.62445
H 1.32465 1.17933 0.98193
H -1.76982 -0.34760 -3.87379
H 1.45241 6.12208 5.18857
H -3.34626 -0.79752 -0.70537
H -3.60316 -2.33459 -0.38720
H 0.93471 4.36643 4.50541
H 2.84561 -0.60293 -2.36533
H 0.61715 -1.55419 1.41582
H 1.72648 -1.21430 2.56619
H -1.27484 -2.27320 -0.60717
H -2.38398 -1.35954 -2.96992
H 1.70846 0.31348 -2.53744
H 2.77614 4.91190 4.85488
H 1.31626 4.51887 5.93210
H 0.80182 2.66723 0.75746
```